Below is a structure of composition C28H33MnN9O4, with properties calculated with ωB97M-V/def2-TZVPD.

Structure (ORCA input):
```
! RIJCOSX wB97M-V def2-TZVPD def2/J DEFGRID3
* xyz 2 6
Mn 1.717 -0.536 -0.024
C 2.459 -4.888 -0.974
C 1.660 -5.500 -0.044
C 1.149 -4.758 1.012
C 1.472 -3.385 1.084
N 2.175 -2.749 0.091
C 2.696 -3.532 -0.888
C 1.161 -2.553 2.204
C 0.587 -2.986 3.406
C 0.360 -2.049 4.406
C 0.783 -0.739 4.246
C 1.414 -0.368 3.058
N 1.526 -1.261 2.030
C 2.022 0.924 2.809
C 2.289 1.856 3.824
C 2.956 3.023 3.536
C 3.298 3.257 2.219
C 2.954 2.345 1.236
N 2.332 1.175 1.529
H 2.830 -5.434 -1.845
H 1.430 -6.548 -0.148
H 0.540 -5.216 1.774
H 3.359 -3.038 -1.583
H 0.312 -4.019 3.542
H -0.131 -2.349 5.317
H 0.600 -0.009 5.012
H 2.014 1.626 4.843
H 3.192 3.749 4.306
H 3.812 4.142 1.917
H 3.139 2.550 0.199
N 1.534 -0.969 -2.299
C 0.818 0.139 -2.966
C 0.952 0.070 -4.482
C 0.054 0.950 -5.359
C -1.432 1.024 -4.962
N -1.558 1.983 -3.867
C -2.542 1.988 -2.935
N -3.704 1.378 -3.159
N -2.372 2.689 -1.797
C 1.354 1.449 -2.315
O 1.010 2.578 -2.767
O 2.089 1.248 -1.241
H 2.530 -0.904 -2.548
H 1.257 -1.872 -2.677
H -0.263 0.106 -2.723
H 0.792 -0.976 -4.825
H 2.001 0.292 -4.750
H 0.082 0.538 -6.376
H 0.419 1.986 -5.399
H -1.836 0.031 -4.641
H -2.051 1.407 -5.817
H -0.667 2.361 -3.531
H -3.961 0.967 -4.040
H -4.445 1.509 -2.487
H -1.498 3.171 -1.707
H -3.033 2.685 -1.003
O -1.042 2.059 3.935
C -2.330 1.500 3.908
N -3.275 2.045 2.905
C -3.087 1.867 1.565
O -3.606 2.673 0.756
C -2.334 0.653 1.157
C -3.045 -0.553 0.981
C -2.435 -1.623 0.337
C -1.137 -1.486 -0.137
N -0.458 -0.352 0.040
C -1.050 0.687 0.657
H -1.015 2.767 3.263
H -2.789 1.675 4.894
H -2.203 0.422 3.708
H -3.698 2.928 3.162
H -4.058 -0.611 1.310
H -2.975 -2.534 0.173
H -0.658 -2.287 -0.705
H -0.438 1.611 0.671
*
```

<S²>: 8.754
HOMO level (alpha / beta): -13.86 / -13.94 eV